{"formula": "C4H9ClN3O", "method": "ωB97M-V/def2-TZVPD", "elements": ["C", "C", "C", "C", "N", "N", "N", "O", "Cl", "H", "H", "H", "H", "H", "H", "H", "H", "H"], "positions_angstrom": [[1.1930, 0.4635, -0.2997], [-1.2712, -0.3741, -0.3101], [-2.1924, 0.6038, 0.3247], [2.6119, 0.9624, -0.2919], [0.3261, 0.8119, -1.1186], [0.8867, -0.4004, 0.7624], [-0.3409, -1.1140, 0.5879], [-1.6820, -1.2213, -1.2611], [3.7415, -0.3751, 0.0971], [-3.0505, 0.0882, 0.7662], [-2.5671, 1.2969, -0.4261], [-1.6819, 1.1842, 1.0873], [2.7258, 1.7324, 0.4742], [2.8682, 1.3684, -1.2688], [1.6775, -0.9342, 1.1248], [-0.7628, -1.2488, 1.5215], [-0.2115, -2.0423, 0.1343], [-2.2704, -0.8018, -1.9042]], "nbo_charge": [0.297, 0.593, -0.717, -0.422, -0.377, -0.468, -0.394, -0.666, -0.026, 0.249, 0.279, 0.259, 0.255, 0.270, 0.429, 0.453, 0.451, 0.534], "total_charge": 1, "e_above_lowest_kcal_mol": 29.23, "homo_lumo_gap_ev": [9.6, 9.6]}